[1]
ORCA calculation (ωB97M-V/def2-TZVPD) on a cluster of 9 separate species, C44H126N17O17P7 in total at a distorted geometry.

Its relative energy (zero: lowest compared OMol25 entry of this formula, charge and spin) is 0.0 kJ/mol. Its SMILES is CN(C)P(=O)(N(C)C)N(C)C.CN(C)P(=O)(N(C)C)N(C)C.CN(C)P(=O)(N(C)C)N(C)C.CN(C)P(=O)(N(C)C)N(C)C.CN(C)P(=O)(N(C)C)N(C)C.CCOP(=O)(OCC)OCC.CCOP(=O)(OCC)OCC.C[N+](=O)[O-].C[N+](=O)[O-]. The total energy comes out at -172838.9272 eV. The LUMO energy comes out at 0.0005 Eh. The calculation puts the HOMO energy at -7.9 eV. As for the largest force on an atom: 2.6 eV/A. As for the orbital gap: 7.869 eV.

Structure (XYZ):
```
211
C44H126N17O17P7 | OMol25 | ωB97M-V/def2-TZVPD
C -0.089 -6.742 -1.948
N -1.483 -6.314 -2.239
C -2.559 -7.036 -1.539
P -1.678 -4.731 -2.658
O -1.467 -3.688 -1.638
N -0.687 -4.453 -3.987
C -0.210 -3.092 -4.234
C -0.818 -5.162 -5.245
N -3.253 -4.754 -3.251
C -3.753 -5.745 -4.192
C -4.153 -3.644 -3.007
H 0.466 -6.507 -2.859
H -0.124 -7.784 -1.657
H 0.396 -6.101 -1.206
H -3.086 -7.647 -2.271
H -3.235 -6.354 -1.027
H -2.088 -7.679 -0.798
H -0.746 -2.571 -5.029
H -0.325 -2.450 -3.357
H 0.877 -3.153 -4.327
H 0.159 -5.141 -5.752
H -1.100 -6.206 -5.165
H -1.399 -4.559 -5.955
H -3.835 -5.235 -5.164
H -3.060 -6.574 -4.248
H -4.802 -5.995 -4.002
H -5.104 -4.066 -2.645
H -4.514 -3.178 -3.936
H -3.762 -2.922 -2.299
C 3.877 -4.217 -5.444
N 4.296 -4.268 -4.030
C 4.587 -5.606 -3.565
P 4.381 -2.847 -3.151
O 3.761 -1.689 -3.821
N 3.531 -3.291 -1.778
C 3.916 -2.738 -0.464
C 2.185 -3.865 -1.881
N 5.952 -2.622 -2.711
C 6.753 -3.734 -2.171
C 6.473 -1.257 -2.406
H 4.626 -3.686 -6.029
H 2.910 -3.714 -5.506
H 3.728 -5.244 -5.770
H 4.750 -5.748 -2.500
H 5.434 -6.066 -4.092
H 3.731 -6.234 -3.851
H 3.261 -3.300 0.199
H 4.918 -3.060 -0.176
H 3.730 -1.668 -0.440
H 1.519 -3.170 -2.391
H 2.302 -4.688 -2.592
H 1.808 -4.172 -0.912
H 6.811 -4.485 -2.951
H 7.661 -3.451 -1.646
H 6.204 -4.155 -1.314
H 7.402 -1.376 -1.861
H 5.831 -0.870 -1.600
H 6.360 -0.617 -3.273
C 3.072 2.631 -4.373
N 2.773 2.935 -2.970
C 2.427 1.790 -2.163
P 2.554 4.523 -2.504
O 2.858 5.476 -3.576
N 0.953 4.657 -2.012
C -0.051 5.370 -2.821
C 0.378 3.905 -0.899
N 3.396 4.648 -1.076
C 4.711 4.038 -0.948
C 3.067 5.630 -0.033
H 2.141 2.576 -4.938
H 3.727 1.763 -4.450
H 3.685 3.458 -4.732
H 2.499 1.967 -1.087
H 3.112 0.972 -2.411
H 1.405 1.431 -2.355
H 0.074 5.103 -3.872
H -1.073 5.244 -2.483
H 0.236 6.428 -2.799
H 1.199 3.752 -0.196
H -0.452 4.459 -0.463
H -0.046 2.935 -1.184
H 4.783 2.950 -0.958
H 5.396 4.551 -1.633
H 5.112 4.325 0.028
H 3.485 6.595 -0.341
H 3.390 5.267 0.937
H 1.986 5.777 -0.093
C 0.475 7.642 1.541
N -0.448 6.516 1.747
C -1.598 6.543 0.863
P -0.742 6.010 3.330
O -1.736 6.820 4.056
N -1.278 4.427 3.148
C -2.677 4.078 3.404
C -0.518 3.333 2.572
N 0.775 6.016 4.011
C 0.916 6.773 5.265
C 1.886 5.133 3.705
H 0.067 8.537 2.033
H 0.542 7.783 0.465
H 1.404 7.508 2.092
H -2.369 5.885 1.262
H -1.355 6.435 -0.194
H -2.120 7.514 0.895
H -3.225 4.847 3.942
H -3.141 3.918 2.423
H -2.719 3.160 3.994
H -0.229 3.559 1.542
H 0.423 3.079 3.065
H -1.075 2.397 2.604
H 1.876 7.294 5.240
H 0.149 7.537 5.341
H 0.894 6.079 6.109
H 2.861 5.618 3.718
H 1.689 4.687 2.733
H 1.869 4.287 4.404
C 0.764 -0.347 4.737
N 0.405 0.543 5.823
C 1.067 1.830 6.000
P -0.544 -0.057 7.061
O -1.500 -1.040 6.531
N 0.442 -0.669 8.261
C -0.180 -1.547 9.242
C 1.857 -0.387 8.488
N -1.268 1.265 7.809
C -0.667 2.161 8.772
C -2.259 1.915 6.974
H 1.348 -1.206 5.091
H 1.415 0.202 4.054
H -0.060 -0.773 4.166
H 0.421 2.697 5.805
H 1.835 1.960 5.235
H 1.451 1.928 7.013
H 0.365 -2.494 9.162
H -0.080 -1.106 10.239
H -1.224 -1.735 9.008
H 1.872 0.218 9.397
H 2.439 -1.310 8.538
H 2.278 0.117 7.621
H 0.106 1.599 9.299
H -0.190 3.045 8.334
H -1.433 2.460 9.490
H -3.179 2.185 7.503
H -2.629 1.235 6.204
H -1.838 2.797 6.475
C -2.004 -3.953 1.915
C -2.730 -2.731 1.492
O -3.946 -2.502 2.260
P -5.036 -1.495 1.681
O -4.506 -0.672 0.578
O -5.554 -0.714 2.940
C -5.097 0.637 3.225
C -5.322 0.891 4.718
O -6.248 -2.425 1.250
C -5.940 -3.659 0.560
C -7.056 -3.986 -0.389
H -2.559 -4.879 1.793
H -1.006 -3.993 1.477
H -1.774 -3.789 2.975
H -2.231 -1.773 1.672
H -2.932 -2.670 0.418
H -4.017 0.558 3.104
H -5.640 1.370 2.639
H -6.350 0.609 4.944
H -4.636 0.333 5.351
H -5.156 1.963 4.841
H -4.993 -3.549 0.030
H -5.876 -4.394 1.363
H -7.244 -3.160 -1.078
H -6.859 -4.846 -1.032
H -7.998 -4.206 0.114
C 1.601 -0.331 -5.737
C 0.632 0.289 -6.735
O -0.751 0.262 -6.413
P -1.403 1.229 -5.342
O -0.937 2.609 -5.478
O -1.089 0.582 -3.914
C -1.725 1.095 -2.732
C -3.060 0.395 -2.433
O -2.954 0.960 -5.534
C -3.452 -0.362 -5.790
C -4.907 -0.433 -5.390
H 1.891 0.456 -5.043
H 1.163 -1.167 -5.200
H 2.534 -0.652 -6.197
H 0.910 1.316 -6.988
H 0.819 -0.222 -7.684
H -1.073 1.023 -1.867
H -1.889 2.161 -2.920
H -3.010 -0.649 -2.745
H -3.200 0.462 -1.354
H -3.866 0.890 -2.966
H -3.358 -0.543 -6.860
H -2.908 -1.145 -5.254
H -5.098 -0.464 -4.320
H -5.466 0.381 -5.854
H -5.353 -1.349 -5.792
C 4.287 0.824 1.246
N 4.774 2.084 1.819
O 5.973 2.296 1.771
O 4.002 2.868 2.339
H 3.204 0.843 1.311
H 4.670 0.037 1.898
H 4.689 0.596 0.265
C -0.201 -1.016 -0.572
N 0.657 -0.679 0.618
O 1.774 -1.155 0.658
O 0.235 0.171 1.372
H -0.293 -2.101 -0.609
H 0.408 -0.656 -1.400
H -1.197 -0.600 -0.490
```

[2]
ORCA calculation (ωB97M-V/def2-TZVPD) on a cluster of 17 separate species, C44H127F3N23O19S in total at a distorted geometry.

Its total charge is -1. The total energy comes out at -139851.0730 eV. The LUMO energy comes out at 0.0580 Eh. The calculation puts the HOMO energy at -6.6 eV. As for the largest force on an atom: 6.5 eV/A. As for the orbital gap: 8.143 eV.

Structure (XYZ):
```
217
C44H127F3N23O19S | OMol25 | ωB97M-V/def2-TZVPD
C -0.365 -0.120 -1.319
F -0.271 0.669 -2.444
F -1.511 -0.829 -1.419
F 0.670 -1.009 -1.229
S -0.375 0.998 0.280
O -1.748 1.563 0.355
O -0.146 0.031 1.372
O 0.684 1.979 0.059
C -3.404 -2.978 -3.267
O -2.982 -3.191 -4.417
N -3.318 -3.799 -2.210
N -4.126 -2.005 -2.903
H -2.815 -4.672 -2.280
H -3.727 -3.507 -1.334
H -4.181 -1.289 -3.613
H -4.495 -1.826 -1.980
C -5.225 -0.859 0.743
O -5.330 -1.447 -0.307
N -4.254 0.000 0.911
N -6.041 -0.951 1.751
H -3.990 0.469 1.766
H -3.641 0.149 0.121
H -6.881 -1.483 1.574
H -5.796 -0.520 2.631
C 3.317 4.358 -1.039
O 4.509 4.617 -1.306
N 2.383 4.625 -1.868
N 2.928 3.853 0.084
H 1.468 4.345 -1.545
H 2.550 4.775 -2.853
H 1.980 3.504 0.100
H 3.609 3.532 0.758
C -1.147 0.628 5.154
O -1.533 0.693 6.321
N -1.951 0.682 4.112
N 0.111 0.393 4.776
H -1.569 0.410 3.218
H -2.954 0.662 4.235
H 0.312 0.344 3.787
H 0.800 0.246 5.499
C -2.284 4.982 -1.792
O -1.126 5.256 -1.749
N -3.194 5.812 -2.292
N -2.866 4.007 -1.152
H -4.147 5.559 -2.072
H -2.854 6.647 -2.747
H -2.363 3.292 -0.647
H -3.860 3.916 -1.304
C 3.470 0.958 2.702
O 4.447 1.329 3.321
N 2.328 1.573 2.653
N 3.292 -0.097 1.967
H 2.396 2.495 3.058
H 1.897 1.488 1.743
H 3.984 -0.811 1.789
H 2.317 -0.353 1.912
C -5.176 1.396 4.894
O -4.734 0.841 3.920
N -6.362 1.930 5.034
N -4.400 1.612 5.939
H -7.025 1.659 4.322
H -6.654 2.395 5.882
H -4.791 2.152 6.698
H -3.395 1.643 5.843
C -2.047 -2.645 1.436
C -1.286 -2.671 2.796
C -1.510 -3.892 3.635
O -1.240 -5.088 2.869
C -1.247 -6.268 3.659
N 0.118 -2.571 2.516
H -2.209 -1.651 1.021
H -3.101 -2.915 1.507
H -1.660 -3.369 0.719
H -1.633 -1.769 3.301
H -2.526 -3.951 4.026
H -0.962 -3.760 4.568
H -1.235 -7.085 2.938
H -2.144 -6.565 4.203
H -0.326 -6.394 4.228
H 0.094 -1.711 1.988
H 0.247 -3.295 1.824
C -2.707 4.496 -8.422
C -2.228 5.547 -7.493
C -0.779 5.313 -6.844
O -0.518 4.013 -6.399
C -0.996 3.790 -5.083
N -2.458 6.735 -8.240
H -3.734 4.530 -8.786
H -2.666 3.546 -7.891
H -2.008 4.403 -9.253
H -2.945 5.543 -6.671
H -0.574 5.997 -6.020
H -0.107 5.476 -7.686
H -0.233 3.918 -4.314
H -1.207 2.726 -5.186
H -1.942 4.264 -4.820
H -1.951 6.721 -9.113
H -2.084 7.533 -7.745
C 1.725 3.094 7.824
C 2.173 2.999 6.351
C 2.785 4.402 5.984
O 3.148 4.420 4.590
C 2.062 5.038 3.855
N 2.979 1.803 6.065
H 1.445 2.135 8.260
H 0.843 3.729 7.901
H 2.467 3.410 8.558
H 1.316 2.856 5.694
H 3.658 4.601 6.606
H 2.139 5.231 6.271
H 2.189 4.912 2.779
H 1.917 6.087 4.112
H 1.197 4.420 4.096
H 3.926 1.773 6.415
H 3.077 1.817 5.059
C -4.047 -0.150 -7.068
C -5.156 0.121 -6.097
C -4.876 1.360 -5.162
O -4.275 0.778 -4.021
C -4.086 1.764 -2.973
N -6.465 0.051 -6.715
H -4.407 -1.048 -7.570
H -3.113 -0.372 -6.553
H -3.857 0.699 -7.725
H -5.109 -0.704 -5.386
H -5.819 1.630 -4.687
H -4.605 2.248 -5.733
H -4.157 2.823 -3.222
H -3.029 1.827 -2.715
H -4.767 1.620 -2.134
H -6.481 -0.773 -7.300
H -7.233 -0.082 -6.072
C -2.762 7.719 0.917
C -2.856 6.642 2.014
C -1.569 5.767 1.962
O -1.739 4.785 3.022
C -2.857 3.937 2.714
N -3.022 7.297 3.304
H -2.575 7.232 -0.040
H -2.004 8.465 1.152
H -3.749 8.152 0.757
H -3.717 6.020 1.770
H -0.728 6.396 2.252
H -1.522 5.252 1.003
H -3.065 3.808 1.652
H -3.741 4.347 3.202
H -2.575 2.958 3.102
H -2.653 6.700 4.030
H -2.626 8.226 3.270
C 4.463 0.338 -5.499
C 4.116 -0.405 -4.209
C 2.754 -1.135 -4.366
O 1.866 -0.189 -4.892
C 0.705 -0.633 -5.591
N 5.202 -1.324 -3.900
H 4.267 -0.087 -6.483
H 5.446 0.801 -5.415
H 3.735 1.114 -5.734
H 4.013 0.459 -3.552
H 2.312 -1.495 -3.436
H 2.852 -2.003 -5.017
H 1.141 -1.164 -6.437
H 0.133 0.232 -5.930
H 0.081 -1.307 -5.005
H 5.227 -1.599 -2.928
H 5.067 -2.224 -4.339
C 2.077 -9.027 -2.844
C 2.695 -7.694 -2.463
C 1.924 -6.868 -1.390
O 0.686 -6.288 -1.754
C 0.644 -5.377 -2.841
N 3.985 -7.951 -1.947
H 1.036 -8.946 -3.157
H 2.030 -9.740 -2.021
H 2.678 -9.545 -3.591
H 2.743 -7.057 -3.347
H 2.422 -6.058 -0.857
H 1.796 -7.601 -0.594
H 1.344 -4.545 -2.761
H -0.329 -4.898 -2.952
H 0.876 -5.910 -3.763
H 4.615 -8.405 -2.592
H 3.977 -8.467 -1.078
C 7.155 -2.881 1.118
C 6.445 -3.197 -0.212
C 5.010 -2.759 -0.251
O 4.334 -3.736 0.529
C 2.909 -3.693 0.575
N 7.237 -2.490 -1.216
H 7.320 -1.818 1.293
H 8.153 -3.311 1.204
H 6.647 -3.344 1.964
H 6.458 -4.277 -0.354
H 4.733 -2.796 -1.305
H 4.805 -1.721 0.010
H 2.654 -3.002 1.378
H 2.627 -4.707 0.858
H 2.365 -3.432 -0.333
H 6.830 -2.482 -2.140
H 7.439 -1.521 -1.013
C 4.318 -3.562 4.070
C 2.934 -4.218 4.420
C 2.970 -5.111 5.706
O 3.804 -6.184 5.438
C 3.786 -7.180 6.423
N 1.900 -3.201 4.613
H 4.480 -3.720 3.004
H 5.091 -4.087 4.631
H 4.503 -2.528 4.361
H 2.736 -4.974 3.660
H 2.016 -5.484 6.078
H 3.404 -4.670 6.603
H 2.835 -7.705 6.519
H 3.903 -6.838 7.451
H 4.482 -7.960 6.115
H 1.662 -2.663 3.792
H 1.030 -3.649 4.864
```